No. 1
A structure of composition C2H3IO3 in a non-equilibrium geometry. Source: the Open Molecules 2025 dataset; level of theory: ωB97M-V/def2-TZVPD.

Each line ends with the Löwdin charge.
Cartesian coordinates (Å):
C1 -0.451 -0.002 -0.170  -0.735
C2 0.304 1.303 -0.173  0.010
O1 0.111 -0.820 -1.080  -0.402
O2 -1.338 -0.388 0.544  -0.011
O3 0.132 -2.069 1.441  -0.863
I1 -0.076 -2.652 -0.170  1.681
H1 0.172 1.572 0.907  0.104
H2 1.372 1.053 -0.389  0.098
H3 -0.226 2.003 -0.909  0.119

The calculation puts the HOMO-LUMO gap at 0.2941 Eh. The electronic energy is -16361.5446 eV. Its spin multiplicity is 1. As for the LUMO energy: -1.165 eV.

No. 2
A cluster of 2 separate species, C5H9NO in total in a non-equilibrium geometry. Source: the Open Molecules 2025 dataset; level of theory: ωB97M-V/def2-TZVPD.

Each line ends with the Löwdin charge.
Cartesian coordinates (Å):
C1 -1.499 -0.492 -0.447  -0.035
C2 -0.362 -0.116 0.561  -0.402
C3 0.054 1.328 0.687  -0.107
C4 1.138 0.346 0.498  -0.086
O1 1.327 -0.220 -2.280  -0.068
C5 -0.639 -0.754 1.849  -0.202
N1 -0.878 -1.248 2.870  0.152
H1 -1.299 -0.146 -1.465  0.070
H2 -2.461 -0.027 -0.149  0.093
H3 -1.729 -1.568 -0.481  0.081
H4 0.828 -0.978 -1.953  0.038
H5 -0.161 1.839 -0.246  0.117
H6 -0.058 1.889 1.601  0.113
H7 1.698 0.022 1.371  0.108
H8 1.795 0.557 -0.343  0.081
H9 2.246 -0.432 -2.073  0.047

The calculation puts the HOMO-LUMO gap at 0.4082 Eh. The electronic energy is -8866.7593 eV. Its spin multiplicity is 1. The SMILES is CC1(C#N)CC1.O. As for the LUMO energy: 0.608 eV.

No. 3
The ion C9H13ClN4O with charge +2 in a non-equilibrium geometry. Source: the Open Molecules 2025 dataset; level of theory: ωB97M-V/def2-TZVPD.

Each line ends with the Löwdin charge.
Cartesian coordinates (Å):
C1 3.446 0.110 -0.088  -0.024
C2 2.768 0.965 0.729  -0.037
C3 2.789 -0.951 -0.760  -0.011
C4 1.348 0.908 0.955  0.064
C5 1.433 -0.979 -0.689  -0.039
C6 0.679 -0.078 0.139  -0.205
C7 -1.477 1.190 0.795  -0.453
C8 -1.392 -1.898 1.427  -0.095
C9 -1.586 -1.392 0.038  -0.634
N1 -1.772 2.125 -0.058  0.155
N2 -1.426 1.907 -1.369  0.086
N3 -0.941 0.520 -1.475  0.164
N4 -0.765 0.029 -0.092  -0.053
O1 -1.633 0.821 1.894  0.196
Cl1 -3.240 -1.033 -0.243  0.854
H1 4.540 0.370 -0.233  0.159
H2 3.307 1.796 1.271  0.150
H3 3.326 -1.632 -1.356  0.119
H4 0.711 1.526 1.635  0.134
H5 0.806 -1.696 -1.249  0.124
H6 -1.615 -1.189 2.300  0.125
H7 -1.870 -2.935 1.468  0.143
H8 -0.376 -2.127 1.713  0.090
H9 -1.204 -2.052 -0.796  0.135
H10 -2.234 3.109 0.041  0.276
H11 -2.014 2.194 -2.109  0.163
H12 -1.646 -0.087 -1.950  0.175
H13 0.038 0.481 -1.939  0.241

The calculation puts the HOMO-LUMO gap at 0.3627 Eh. The electronic energy is -30051.3077 eV. Its spin multiplicity is 1. The SMILES is C[C@@H](Cl)[N@@+]1(c2ccccc2)[NH2+]NNC1=O. As for the LUMO energy: -7.324 eV. Its net charge is +2.

No. 4
The ion C4H8BrO3Si with charge -1 in a non-equilibrium geometry. Source: the Open Molecules 2025 dataset; level of theory: ωB97M-V/def2-TZVPD.

Each line ends with the Löwdin charge.
Cartesian coordinates (Å):
C1 2.327 0.659 0.456  -0.087
C2 1.627 0.100 -0.890  -0.272
O1 0.200 0.269 -0.741  -0.272
C3 -0.508 -1.004 -0.692  -0.346
Si1 -1.888 -0.773 0.666  0.374
Br1 -0.807 -0.797 2.701  0.212
C4 -2.620 0.998 0.334  -0.745
O2 -1.971 1.979 0.824  -0.150
O3 -3.755 1.115 -0.429  -0.250
H1 1.496 0.664 1.255  0.053
H2 2.604 1.764 0.286  0.075
H3 3.210 0.027 0.806  0.064
H4 1.961 -0.955 -1.165  0.106
H5 1.943 0.773 -1.776  0.116
H6 -1.083 -1.083 -1.691  0.098
H7 0.157 -1.906 -0.487  0.079
H8 -2.893 -1.832 0.543  -0.053

The calculation puts the HOMO-LUMO gap at 0.2661 Eh. The electronic energy is -88341.4620 eV. Its spin multiplicity is 1. The SMILES is CCOC[Si@@H](Br)C(=O)[O-]. As for the LUMO energy: 3.132 eV. Its net charge is -1.

No. 5
The molecule C12H12N2O3 in a non-equilibrium geometry. Source: the Open Molecules 2025 dataset; level of theory: ωB97M-V/def2-TZVPD.

Each line ends with the Löwdin charge.
Cartesian coordinates (Å):
O1 1.311 -3.534 1.577  0.153
O2 1.512 -1.515 -1.408  -0.015
O3 -1.261 0.881 2.319  -0.059
C1 0.654 -3.133 0.670  -0.453
C2 0.252 -1.757 0.528  -0.026
C3 -0.627 -1.169 1.488  -0.089
C4 1.451 1.134 -1.503  0.034
C5 1.151 2.496 -1.763  0.020
C6 -0.550 2.342 -0.082  0.025
C7 -0.291 0.989 0.236  -0.050
C8 0.688 0.388 -0.576  -0.120
C9 0.074 3.101 -1.026  -0.305
N1 -0.909 0.235 1.309  -0.142
N2 0.865 -0.975 -0.517  -0.139
C10 0.252 -4.002 -0.489  0.008
C11 -1.359 -1.921 2.577  0.006
C12 -0.422 4.375 -1.327  -0.065
H1 2.287 0.709 -2.129  0.136
H2 1.626 3.056 -2.541  0.106
H3 -1.236 2.874 0.649  0.149
H4 -0.831 -3.769 -0.621  0.112
H5 0.552 -5.025 -0.269  0.091
H6 0.749 -3.879 -1.419  0.068
H7 -0.721 -1.545 3.428  0.120
H8 -2.372 -1.608 2.767  0.085
H9 -1.226 -2.993 2.490  0.081
H10 -1.485 4.469 -1.012  0.117
H11 -0.297 4.575 -2.330  0.065
H12 0.164 5.202 -1.025  0.089

The calculation puts the HOMO-LUMO gap at 0.2372 Eh. The electronic energy is -21755.6122 eV. Its spin multiplicity is 1. As for the LUMO energy: -1.026 eV.

No. 6
A cluster of 2 separate species, C2H7ClNP in total in a non-equilibrium geometry. Source: the Open Molecules 2025 dataset; level of theory: ωB97M-V/def2-TZVPD.

Each line ends with the Löwdin charge.
Cartesian coordinates (Å):
C1 -1.074 1.269 -1.098  -0.240
C2 0.905 -1.944 1.621  -0.425
N1 0.035 0.414 -1.577  -0.558
P1 1.184 -0.303 1.963  0.728
Cl1 0.648 0.896 -3.115  0.517
H1 -1.498 0.698 -0.166  0.094
H2 -0.837 2.355 -0.823  0.083
H3 -1.891 1.263 -1.879  0.070
H4 1.274 -2.366 0.711  -0.036
H5 0.205 -2.528 2.216  -0.015
H6 0.327 -0.314 3.041  -0.182
H7 0.721 0.561 -0.893  -0.037

The calculation puts the HOMO-LUMO gap at 0.3382 Eh. The electronic energy is -25485.8264 eV. Its spin multiplicity is 1. The SMILES is CNCl.C=P. As for the LUMO energy: -0.169 eV.

No. 7
A structure of composition C60H41CdClI4N6O4S. Source: the Open Molecules 2025 dataset; level of theory: ωB97M-V/def2-TZVPD.

Each line ends with the Löwdin charge.
Cartesian coordinates (Å):
Cd1 0.641 -0.262 0.439  1.415
I1 -0.713 -8.525 -4.474  0.777
C1 -0.280 -6.886 -3.234  -0.740
C2 -0.648 -5.611 -3.632  -0.138
C3 -0.356 -4.530 -2.808  0.012
C4 0.296 -4.731 -1.594  -0.207
C5 0.656 -6.020 -1.217  -0.035
C6 0.372 -7.109 -2.032  -0.167
C7 0.597 -3.552 -0.727  -0.070
C8 1.769 -2.845 -1.024  -0.253
C9 2.762 -3.259 -2.000  0.005
C10 3.764 -2.352 -1.944  -0.005
C11 3.371 -1.362 -0.953  -0.245
C12 4.109 -0.217 -0.609  -0.077
C13 5.477 -0.097 -1.194  -0.210
C14 5.675 0.297 -2.513  -0.020
C15 6.953 0.405 -3.049  -0.152
C16 8.044 0.117 -2.247  -0.744
I2 9.978 0.272 -3.041  0.794
C17 7.880 -0.277 -0.928  -0.157
C18 6.596 -0.380 -0.413  -0.024
C19 3.712 0.793 0.282  -0.246
N1 2.537 0.845 0.957  0.040
C20 2.550 1.949 1.739  -0.264
C21 1.605 2.261 2.728  -0.090
C22 1.737 3.606 3.356  -0.200
C23 2.136 3.775 4.678  -0.033
C24 2.264 5.041 5.233  -0.160
C25 1.984 6.147 4.447  -0.741
I3 2.179 8.065 5.272  0.790
C26 1.580 6.010 3.128  -0.144
C27 1.460 4.737 2.589  -0.008
C28 0.544 1.448 3.160  -0.285
C29 -0.352 1.760 4.257  -0.035
C30 -1.226 0.729 4.353  -0.010
C31 -0.871 -0.225 3.323  -0.256
N2 0.189 0.254 2.622  0.049
C32 -1.577 -1.411 3.045  -0.093
C33 -1.301 -2.315 2.007  -0.253
C34 -2.012 -3.557 1.755  -0.001
C35 -1.423 -4.132 0.680  0.003
C36 -0.329 -3.265 0.287  -0.239
N3 -0.305 -2.185 1.103  0.043
C37 -2.738 -1.726 3.922  -0.197
C38 -2.571 -1.954 5.285  -0.040
C39 -3.655 -2.223 6.110  -0.166
C40 -4.924 -2.261 5.554  -0.740
I4 -6.572 -2.647 6.794  0.781
C41 -5.123 -2.045 4.200  -0.136
C42 -4.026 -1.780 3.390  -0.036
C43 3.782 2.678 1.515  -0.007
C44 4.504 1.958 0.623  -0.013
N4 2.181 -1.707 -0.421  0.038
H1 -1.160 -5.449 -4.571  0.092
H2 -0.636 -3.519 -3.099  0.094
H3 1.170 -6.173 -0.275  0.122
H4 0.653 -8.109 -1.732  0.082
H5 2.694 -4.129 -2.633  0.106
H6 4.669 -2.334 -2.531  0.099
H7 4.814 0.524 -3.129  0.130
H8 7.089 0.717 -4.075  0.090
H9 8.738 -0.502 -0.309  0.086
H10 6.450 -0.687 0.615  0.126
H11 2.358 2.900 5.276  0.123
H12 2.581 5.161 6.260  0.085
H13 1.354 6.881 2.527  0.090
H14 1.135 4.598 1.565  0.122
H15 -0.325 2.653 4.861  0.104
H16 -2.048 0.635 5.044  0.105
H17 -2.838 -3.940 2.329  0.103
H18 -1.686 -5.065 0.207  0.104
H19 -1.573 -1.928 5.706  0.121
H20 -3.510 -2.401 7.167  0.083
H21 -6.116 -2.061 3.773  0.095
H22 -4.167 -1.567 2.337  0.067
H23 4.067 3.597 2.003  0.104
H24 5.483 2.188 0.232  0.101
N5 -2.052 3.434 -0.670  0.167
C45 -1.263 3.018 0.368  -0.694
N6 -1.793 3.200 1.625  0.149
O1 -0.128 2.582 0.202  -0.027
H25 -3.046 3.341 -0.518  0.083
H26 -1.735 3.072 -1.561  0.064
H27 -2.787 3.000 1.673  0.035
H28 -1.295 2.651 2.314  0.051
S1 -3.524 0.514 0.844  0.563
C46 -5.108 0.151 0.209  -0.743
C47 -6.250 0.903 0.546  -0.155
C48 -7.504 0.596 0.042  -0.138
C49 -7.683 -0.481 -0.819  -0.149
C50 -6.573 -1.245 -1.159  -0.128
C51 -5.317 -0.941 -0.658  -0.144
H29 -6.126 1.738 1.225  0.079
H30 -8.356 1.205 0.328  0.084
H31 -8.664 -0.717 -1.215  0.077
H32 -6.686 -2.093 -1.826  0.089
H33 -4.458 -1.543 -0.931  0.090
C52 0.789 3.643 -2.924  -0.025
C53 0.583 2.774 -4.133  -0.181
C54 1.365 2.912 -5.269  -0.082
C55 1.172 2.082 -6.362  -0.676
Cl1 2.182 2.285 -7.783  0.592
C56 0.215 1.090 -6.340  -0.109
C57 -0.578 0.936 -5.211  0.011
C58 -0.414 1.787 -4.125  -0.222
O2 -1.186 1.746 -3.012  -0.076
C59 -1.934 0.551 -2.719  -0.082
C60 -0.996 -0.652 -2.601  -0.647
O3 -1.189 -1.589 -3.394  -0.023
O4 -0.082 -0.583 -1.738  -0.103
H34 1.796 4.063 -2.922  0.077
H35 0.633 3.080 -2.004  0.059
H36 0.074 4.470 -2.909  0.087
H37 2.149 3.659 -5.292  0.105
H38 0.091 0.431 -7.189  0.100
H39 -1.296 0.130 -5.166  0.106
H40 -2.684 0.366 -3.489  0.122
H41 -2.421 0.744 -1.761  0.071

The calculation puts the HOMO-LUMO gap at 0.1849 Eh. The electronic energy is -140347.2825 eV. Its spin multiplicity is 1. As for the LUMO energy: 2.854 eV. Its net charge is -2.

No. 8
The ion CH2NOS3 with charge -1 in a non-equilibrium geometry. Source: the Open Molecules 2025 dataset; level of theory: ωB97M-V/def2-TZVPD.

Each line ends with the Löwdin charge.
Cartesian coordinates (Å):
C1 -1.692 -0.516 -0.204  -1.394
N1 1.875 0.339 0.028  -0.529
O1 -2.850 -0.473 -0.570  -0.174
S1 -0.649 -1.851 -0.301  0.419
S2 -1.040 1.016 0.647  0.373
S3 0.901 1.544 -0.485  0.395
H1 1.173 -0.556 -0.014  -0.056
H2 2.283 0.497 0.900  -0.033

The calculation puts the HOMO-LUMO gap at 0.2685 Eh. The electronic energy is -37114.1288 eV. Its spin multiplicity is 1. The SMILES is NSSC([O-])=S. As for the LUMO energy: 3.334 eV. Its net charge is -1.

We obtain molecular weight values of 201.947 99.133 228.683 212.095 232.239 111.512 1597.574 140.234 g/mol for the records listed above, in that order.